{
  "formula": "H32O20S",
  "method": "ωB97M-V with the def2-TZVPD basis set",
  "elements": ["H", "H", "H", "H", "H", "H", "S", "H", "H", "O", "O", "H", "O", "H", "H", "O", "H", "O", "H", "O", "H", "H", "H", "O", "O", "O", "O", "H", "H", "H", "O", "O", "H", "H", "O", "H", "H", "H", "O", "O", "O", "H", "H", "H", "O", "O", "H", "H", "H", "H", "O", "H", "O"],
  "xyz": [[-3.2891, -2.9158, 0.0795], [-1.1189, 1.2793, 2.0809], [-1.5731, -1.7700, -2.2212], [-2.6792, -1.8787, -3.3331], [1.9070, 3.0822, -1.6896], [-2.4682, 0.0145, -1.9354], [-0.1809, -0.3703, -0.0618], [-2.7568, -1.5405, -0.5609], [2.0223, -2.4208, -0.7743], [-2.8407, 0.7501, -2.4646], [-1.9736, 3.1339, -0.4203], [2.4144, -3.8229, -1.0934], [0.5799, -0.3917, 3.5308], [1.6881, 2.6543, 3.2369], [-1.6591, 2.8791, 0.4002], [3.0399, -0.2441, 0.6564], [0.8140, 2.1368, -0.1292], [-1.3040, -0.7919, -0.8426], [-0.2101, 1.3307, -2.2641], [-0.5436, -0.2116, 1.3284], [-1.3469, 3.7428, -0.8248], [1.4060, 3.8139, -2.8581], [2.2229, -0.7424, 0.5914], [0.2410, 0.8362, -0.6961], [-2.6186, -1.2070, 2.2983], [1.8466, 1.8255, 2.7712], [-0.3132, 1.7463, -3.1003], [0.1419, -3.9253, 0.6870], [-2.2967, 2.3150, 2.3308], [2.4245, -2.9659, 2.2789], [-0.0314, -3.8285, -0.2068], [0.7715, -1.3842, -0.0739], [-3.2914, -1.2219, 1.6471], [-0.6400, 1.0397, -3.6383], [2.7023, -2.9000, -1.2484], [-2.1084, 1.4047, -2.4413], [3.4120, -0.3582, 1.5323], [1.2621, -1.9331, 2.2833], [2.4697, 0.6166, -2.4160], [1.2683, 2.8320, 0.3751], [-1.3729, 2.2275, 2.1462], [-1.7659, -0.7565, 2.0676], [-0.0618, -0.5336, 4.2260], [1.3332, 1.0424, 3.1061], [1.4947, -2.8433, 2.4617], [-3.5276, -2.0977, -0.3800], [0.0790, -0.3129, 2.6769], [1.5120, 2.3747, 1.1671], [0.3084, -2.9437, -0.3876], [2.0358, 1.4116, -2.7063], [2.1410, 3.3058, -2.5914], [2.1672, 0.6160, -1.4961], [-1.7337, -2.0994, -3.1042]],
  "forces_ev_per_angstrom": [[0.6, 0.6, -0.4], [-0.5, 0.7, -0.3], [0.1, 0.2, 0.5], [1.7, -0.2, 0.7], [0.3, -0.1, 0.9], [-0.2, 0.8, -0.3], [-2.6, 1.5, -1.8], [0.6, -0.5, 0.5], [0.0, 0.7, -0.1], [0.2, 0.0, 0.0], [-1.6, 1.3, -3.2], [0.2, 0.7, -0.3], [0.3, 0.2, 0.3], [-0.5, -0.6, 0.2], [1.6, -0.8, 2.8], [0.9, 0.5, 0.0], [-0.1, 0.1, 0.2], [-2.7, -1.2, -0.6], [0.6, -0.7, 1.8], [-0.5, 1.7, 2.3], [0.1, -0.3, 0.4], [-1.4, 0.8, -0.8], [-0.2, -0.4, 0.0], [1.2, 1.7, -0.1], [0.8, -0.2, 2.7], [0.6, -0.3, 0.1], [-0.2, 1.6, -1.5], [0.5, -0.3, 2.9], [-0.8, -0.4, 0.2], [0.2, 0.3, -0.3], [-0.7, -0.7, -2.7], [4.6, -3.4, -0.1], [-0.3, 0.3, -1.5], [-0.2, -0.7, -0.7], [0.3, -1.6, 0.0], [-0.8, -0.3, 0.1], [-0.2, 0.1, 0.1], [0.1, 0.3, 0.0], [0.3, -0.6, 0.5], [0.0, 1.7, -1.4], [1.0, 0.1, 0.2], [-1.6, -0.7, -0.9], [-0.2, -0.1, 0.1], [0.3, 1.1, 0.4], [-0.2, -1.1, 0.3], [-1.6, -0.5, 0.2], [0.2, -0.2, 0.2], [0.5, -0.5, 1.0], [-0.4, 0.1, -0.1], [-0.1, 0.6, -0.8], [1.3, -0.1, 0.1], [0.4, -0.5, -0.1], [-1.6, -0.4, -1.8]],
  "nbo_charge": [0.4740, 0.5048, 0.4933, 0.4621, 0.4968, 0.4837, 2.7904, 0.5045, 0.4853, -1.0055, -0.9677, 0.4546, -0.9998, 0.4721, 0.4893, -0.9644, 0.4845, -1.1234, 0.4973, -1.1150, 0.4637, 0.4598, 0.4791, -1.0731, -1.0360, -0.9963, -0.9820, 0.4632, 0.4657, 0.4655, -0.9812, -1.1001, 0.4873, 0.4764, -0.9557, 0.4844, 0.4550, 0.4946, -0.9702, -1.0460, -0.9805, 0.4928, 0.4801, 0.5099, -0.9650, -1.0079, 0.4986, 0.4905, 0.4871, 0.4767, -0.9515, 0.4754, -0.9769],
  "e_homo_ev": -4.2,
  "fmax_ev_per_a": 5.730,
  "relative_energy_ev": 3.441,
  "mol_weight_g_mol": 384.30,
  "energy_ev": -52308.6325,
  "gap_ev": 9.0,
  "charge": -2,
  "e_lumo_ev": 4.82
}

{
  "formula": "C5H11O5P",
  "method": "ωB97M-V with the def2-TZVPD basis set",
  "elements": ["H", "C", "H", "H", "H", "C", "O", "H", "C", "O", "H", "H", "H", "O", "H", "C", "H", "P", "O", "H", "C", "O"],
  "xyz": [[1.2949, 2.9414, 1.9380], [-0.3751, 0.7946, -2.3675], [1.2249, -4.1011, -0.3889], [-1.2402, 0.5744, -2.8496], [1.8344, 1.2105, 1.5611], [-0.3024, -1.3780, 0.3892], [-2.4750, 1.7211, 0.3724], [0.3007, 1.3719, -2.8470], [1.2724, 2.0498, 1.2070], [0.5529, -0.4286, 0.1297], [1.6056, -3.5292, 1.4170], [0.2065, -0.0688, -2.1262], [1.7828, -2.2622, 0.0176], [-0.6830, 1.5262, -1.1974], [-2.6082, 2.5316, 0.9930], [1.2620, -3.1436, 0.3919], [-2.5766, -1.4086, 0.5619], [-1.0793, 0.9569, 0.2161], [-0.0886, -2.6839, 0.6211], [1.7653, 2.5296, 0.2564], [-1.5594, -0.9434, 0.5054], [-0.1148, 1.7395, 1.1987]],
  "forces_ev_per_angstrom": [[0.4, -1.6, -0.8], [1.0, -0.9, 2.9], [0.1, 2.7, 1.9], [-2.3, -0.6, -1.8], [0.4, -0.4, 0.1], [3.6, -2.0, -1.7], [-1.3, 2.3, 1.6], [1.6, 2.1, -2.2], [0.5, 3.3, -0.1], [-0.2, -1.3, -0.1], [0.0, 0.6, -1.7], [0.0, -1.0, 0.3], [0.6, -0.6, 0.0], [-0.2, -0.3, 0.0], [0.9, -2.4, -1.7], [-0.7, -2.3, 0.2], [1.4, 0.5, 0.2], [0.2, -1.2, 2.3], [1.2, -0.8, 0.5], [-1.4, -1.4, 1.2], [-5.6, 3.6, -1.4], [-0.1, 1.6, 0.4]],
  "mulliken_spin": [0.0030, -0.0034, -0.0059, 0.0020, -0.0004, 0.6469, -0.0578, -0.0004, 0.0371, 0.2015, 0.0143, 0.0110, 0.0251, 0.0064, 0.0151, -0.0084, -0.0189, 0.3937, -0.1307, -0.0005, 0.9113, -0.0410],
  "e_homo_ev": [-3.3, -10.3],
  "fmax_ev_per_a": 6.787,
  "relative_energy_ev": 2.557,
  "mol_weight_g_mol": 182.11,
  "energy_ev": -24883.5286,
  "gap_ev": [4.1, 8.8],
  "e_lumo_ev": [0.84, -1.52],
  "spin_multiplicity": 3
}